No. 1
Formula: C17H15BrCoN3O6S3
Source: OMol25
Level of theory: ωB97M-V/def2-TZVPD

**HOMO energy (alpha / beta)**: -9.53 / -9.59 eV
**2S+1**: 5
**<S²>**: 6.014
**ΔE to the lowest compared entry with this formula, charge and spin**: 15.0 kJ/mol

Last column: natural (NBO) charge in e.
Cartesian coordinates (Å):
Co 0.80530 0.11653 0.26170  1.45
C -0.27234 3.94657 4.07456  -0.63
C 0.80352 3.35022 3.21015  -0.04
C 2.01943 3.98536 2.99177  -0.13
C 2.97557 3.41247 2.17376  -0.27
C 2.67107 2.20115 1.58463  0.17
Br 3.95764 1.32966 0.51306  0.11
N 1.51169 1.58476 1.74971  -0.56
C 0.60189 2.14808 2.55543  0.07
H 0.15552 4.56724 4.86096  0.22
H -0.87686 3.17070 4.54236  0.23
H -0.94158 4.57146 3.48097  0.23
H 2.22363 4.93768 3.46738  0.22
H 3.93052 3.88239 1.99289  0.24
H -0.33610 1.61648 2.64693  0.23
O -3.16727 -0.19020 0.16925  -0.94
S -1.80968 0.01653 -0.22777  2.40
O -1.08403 1.09775 0.49157  -1.04
O -0.92508 -1.16006 -0.13596  -1.02
C -1.84564 0.51294 -1.95399  -0.36
C -3.12182 0.65124 -2.48091  -0.18
C -3.31295 1.03391 -3.80131  -0.20
C -2.22516 1.27717 -4.61168  -0.20
C -0.93997 1.14408 -4.10387  -0.20
C -0.72817 0.76860 -2.78546  -0.24
S 0.99878 0.74569 -2.29406  2.38
O 1.08978 1.74051 -1.20222  -1.03
O 1.77493 0.99481 -3.46738  -0.94
O 1.25096 -0.56760 -1.64286  -1.02
H -3.96494 0.44590 -1.83856  0.25
H -4.31857 1.13520 -4.18831  0.22
H -2.36554 1.57202 -5.64347  0.22
H -0.07758 1.33101 -4.72663  0.25
C 0.62900 -4.97749 -1.59696  -0.65
C 0.53618 -4.52603 -0.17330  0.29
C -0.19590 -5.21531 0.79027  -0.30
C -0.22826 -4.70470 2.07230  0.09
N 0.41716 -3.58267 2.41052  -0.45
C 1.02441 -2.99343 1.39672  0.23
S 1.78158 -1.43666 1.77692  0.20
N 1.14417 -3.37962 0.14101  -0.44
H 0.48744 -6.05326 -1.68749  0.22
H 1.59030 -4.69013 -2.01737  0.24
H -0.14754 -4.47776 -2.17988  0.25
H -0.71980 -6.12818 0.54266  0.23
H -0.77567 -5.20498 2.86193  0.20



No. 2
Formula: C18H15AsIrO6PSSe2
Source: OMol25
Level of theory: ωB97M-V/def2-TZVPD

**HOMO energy (alpha / beta)**: -12.41 / -12.51 eV
**Charge**: +1
**2S+1**: 6
**<S²>**: 8.784
**ΔE to the lowest compared entry with this formula, charge and spin**: 100.4 kJ/mol

Last column: natural (NBO) charge in e.
Cartesian coordinates (Å):
Ir -0.87948 0.38712 -2.35191  0.91
O -1.09688 -1.47112 -6.14326  -1.02
As -1.92044 -1.08410 -4.65602  2.37
O -3.51515 -1.06765 -4.92255  -1.05
O -1.07108 0.43966 -4.25424  -0.94
C -1.13309 -2.44032 -3.46875  -0.45
C -0.25293 -3.33136 -4.07194  -0.18
C 0.30418 -4.37185 -3.33435  -0.17
C -0.00472 -4.54124 -1.99476  -0.18
C -0.86729 -3.65939 -1.36406  -0.19
C -1.42431 -2.62185 -2.09507  -0.26
S -2.28358 -1.39095 -1.14660  2.33
O -2.86386 -0.43430 -2.14049  -0.92
O -3.09575 -1.95069 -0.13602  -0.85
O -1.09754 -0.55374 -0.56368  -0.91
H -1.73499 -1.38896 -6.86767  0.52
H -0.00616 -3.20423 -5.11492  0.26
H 0.99120 -5.05186 -3.82099  0.24
H 0.43991 -5.35351 -1.43336  0.24
H -1.11714 -3.76099 -0.31411  0.25
Se -1.48915 2.41394 0.10081  0.19
P 0.53261 2.37631 0.91609  0.88
Se 1.27639 1.11588 -2.40073  0.23
C 0.58070 3.49936 2.31746  -0.44
C -0.08095 3.21696 3.51582  -0.12
C 0.07555 4.07612 4.58914  -0.21
C 0.89026 5.20009 4.47496  -0.15
C 1.53977 5.48256 3.28139  -0.20
C 1.38172 4.63617 2.19225  -0.18
C 0.88764 0.71360 1.52710  -0.43
C -0.09234 -0.10237 2.09903  -0.11
C 0.25287 -1.36896 2.54378  -0.23
C 1.55687 -1.82985 2.40012  -0.16
C 2.52982 -1.02231 1.82403  -0.20
C 2.19697 0.24986 1.37921  -0.19
H -0.71191 2.34185 3.60958  0.22
H -0.44406 3.86911 5.51663  0.23
H 1.00651 5.86524 5.32232  0.23
H 2.16928 6.35972 3.19510  0.24
H 1.88127 4.85316 1.25419  0.23
H -1.11680 0.23937 2.18468  0.22
H -0.50542 -2.00103 2.99082  0.23
H 1.81725 -2.82485 2.74268  0.23
H 3.54411 -1.38346 1.70867  0.23
H 2.95013 0.87482 0.90962  0.23



No. 3
Formula: C7H8NS2
Source: OMol25
Level of theory: ωB97M-V/def2-TZVPD

**HOMO energy**: -12.00 eV
**Charge**: +1
**2S+1**: 1
**SMILES**: [NH3+][C@@H]1SSc2ccccc21
**ΔE to the lowest compared entry with this formula, charge and spin**: 69.6 kJ/mol

Last column: natural (NBO) charge in e.
Cartesian coordinates (Å):
C -1.97994 0.81725 -0.55081  -0.19
C -1.50824 1.99882 0.04002  -0.16
C -1.11570 -0.18980 -0.95575  -0.20
C -0.17772 2.17382 0.32667  -0.21
C 0.18358 -0.08491 -0.50019  -0.15
C 0.62081 1.06227 0.17940  -0.16
C 1.06653 -1.28388 -0.58577  -0.11
N 0.88232 -1.91107 0.81548  -0.75
S 2.39208 1.15011 0.37328  0.19
S 2.90349 -0.64279 -0.52284  0.13
H -3.11266 0.77474 -0.57325  0.25
H -2.29703 2.70549 0.30057  0.24
H -1.62122 -1.06516 -1.40518  0.24
H 0.43758 2.97504 0.73737  0.25
H 0.81979 -2.19458 -1.13991  0.26
H 1.71635 -2.62823 1.06073  0.47
H -0.10163 -2.44074 0.78877  0.45
H 0.89161 -1.21637 1.61140  0.46



No. 4
Formula: C3H7NO2
Source: OMol25
Level of theory: ωB97M-V/def2-TZVPD

**HOMO energy**: -9.26 eV
**2S+1**: 1
**SMILES**: C/N=C(/O)OC
**ΔE to the lowest compared entry with this formula, charge and spin**: 141.0 kJ/mol

Last column: natural (NBO) charge in e.
Cartesian coordinates (Å):
C -2.10127 -0.03042 -0.66539  -0.43
N -1.37546 -0.04434 0.58935  -0.58
C -0.11459 -0.01322 0.58892  0.80
O 0.58167 -0.02885 1.74683  -0.69
O 0.66957 0.03780 -0.49751  -0.51
C 2.08346 0.05298 -0.32367  -0.25
H -2.72320 0.87152 -0.71875  0.20
H -2.78124 -0.89014 -0.69573  0.20
H -1.46178 -0.05871 -1.55636  0.19
H -0.09786 -0.06923 2.43698  0.51
H 2.39825 0.92320 0.25889  0.19
H 2.49321 0.10937 -1.33304  0.20
H 2.42926 -0.85995 0.16947  0.19



No. 5
Formula: C3H5NO2
Source: OMol25
Level of theory: ωB97M-V/def2-TZVPD

**HOMO energy**: -9.86 eV
**2S+1**: 1
**SMILES**: [H]/N=C/OCC=O
**ΔE to the lowest compared entry with this formula, charge and spin**: 150.8 kJ/mol

Last column: natural (NBO) charge in e.
Cartesian coordinates (Å):
N 1.41396 0.71281 0.35787  -0.72
C 1.30287 -0.02128 -0.66587  0.41
O 0.21178 -0.76868 -0.89761  -0.49
C -0.74799 -0.78022 0.15365  -0.19
C -1.42428 0.55759 0.41538  0.43
O -2.10310 0.72242 1.39764  -0.52
H 2.29987 1.20963 0.35781  0.36
H 2.02600 -0.15652 -1.47525  0.16
H -0.29893 -1.12492 1.09026  0.22
H -1.50908 -1.49857 -0.16476  0.22
H -1.31397 1.34659 -0.35591  0.12



- Which value of 2S+1 does entry 2 give?
  6



- ΔE to the lowest compared entry with this formula, charge and spin of number 1 (C17H15BrCoN3O6S3)?
  15.0 kJ/mol